[1]
The following is a DFT calculation (ωB97M-V with the def2-TZVPD basis set) of a 2-piece molecular cluster, C14H16 overall in a non-equilibrium geometry.

Computed properties:
Energy relative to the best compared isomer or geometry (same formula, charge and spin)   1.856 eV
SMILES string   Cc1ccccc1.Cc1ccccc1

The geometry in ORCA input format:
```
! wB97M-V def2-TZVPD RIJCOSX def2/J DEFGRID3
* xyz 0 1
C -1.945 -2.166 1.503
C -0.687 -2.708 -0.535
C -0.720 -2.671 0.820
C 0.353 -3.225 -1.265
C 0.402 -3.156 1.518
C 1.380 -3.902 -0.592
C 1.420 -3.738 0.816
H -1.521 -2.089 -1.080
H 0.311 -3.300 -2.324
H -2.396 -1.254 1.057
H -1.686 -1.786 2.519
H 0.414 -3.065 2.646
H 2.073 -4.545 -1.243
H 2.191 -4.190 1.311
H -2.796 -2.808 1.529
C -1.102 4.676 -1.026
C 1.321 1.289 0.009
C 0.952 2.162 1.056
C 1.062 1.660 -1.287
C 0.090 3.335 0.726
C 0.382 2.723 -1.555
C -0.221 3.589 -0.575
H 1.968 0.475 0.238
H 1.068 1.907 2.040
H 1.462 0.966 -2.007
H -0.157 3.919 1.612
H 0.315 3.222 -2.531
H -1.696 4.915 -0.160
H -1.678 4.184 -1.788
H -0.558 5.582 -1.431
*
```

[2]
The following is a DFT calculation (ωB97M-V with the def2-TZVPD basis set) of C3H4BrClFNO in the gas phase in a non-equilibrium geometry.

Computed properties:
Calculated total energy   -3380.7682 hartree
SMILES string   CNC(=O)[C@@](F)(Cl)Br

The geometry in ORCA input format:
```
! wB97M-V def2-TZVPD RIJCOSX def2/J DEFGRID3
* xyz 0 1
C -1.946 0.571 -0.388
C 0.447 0.796 -0.198
C -3.262 0.353 0.362
N -0.866 0.747 0.424
O -1.806 0.437 -1.558
F -3.170 0.529 1.658
Cl -4.284 1.793 -0.178
Br -4.166 -1.275 -0.129
H 1.078 0.841 0.614
H 0.649 -0.059 -0.958
H 0.625 1.676 -0.763
H -0.829 1.160 1.351
*
```